Record 1
ORCA calculation (ωB97M-V/def2-TZVPD) on an isolated molecule of C4H8OS.

## Properties
Strongest force on any atom   0.68 eV/Å
HOMO-LUMO gap   10.1417 eV
Total energy   -17159.9257 eV
SMILES   O=CCCCS
ΔE to the lowest compared entry with this formula, charge and spin   12.1 kcal per mole

Cartesian coordinates (Å):
O 1.6905 -3.0188 0.1487
C 0.8047 -2.2666 -0.1487
C 0.9093 -0.7655 -0.1437
C -0.4424 -0.0588 -0.0173
C -0.3276 1.4510 0.1774
S -1.8782 2.2599 -0.3363
H -0.1713 -2.6535 -0.4975
H 1.3975 -0.5066 -1.0889
H 1.6047 -0.4368 0.6268
H -0.9825 -0.2515 -0.9462
H -1.0444 -0.4919 0.7822
H 0.4878 1.8881 -0.3965
H -0.1387 1.6553 1.2223
H -1.9095 3.1958 0.6177

---

Record 2
ORCA calculation (ωB97M-V/def2-TZVPD) on an isolated molecule of C4H8OS at a distorted geometry.

## Properties
Strongest force on any atom   2.26 eV/Å
HOMO-LUMO gap   10.2595 eV
Total energy   -17159.2799 eV
SMILES   C=C[C@H](O)CS
ΔE to the lowest compared entry with this formula, charge and spin   27.0 kcal per mole

Cartesian coordinates (Å):
C 2.2159 0.2000 -0.7800
C 1.2005 -0.5238 -0.3405
C 0.0419 -0.1105 0.4730
O -0.1714 -1.1271 1.4499
C -1.2344 0.1040 -0.3762
S -2.8069 0.4648 0.4654
H 3.0697 -0.2667 -1.2128
H 2.3039 1.2969 -0.7368
H 1.2815 -1.6126 -0.5089
H 0.2207 0.8193 1.0289
H -1.0742 -1.0295 1.7332
H -1.2104 0.9003 -1.1448
H -1.3689 -0.7817 -0.8953
H -2.4678 1.6667 0.8448

---

Record 3
ORCA calculation (ωB97M-V/def2-TZVPD) on an isolated molecule of C4H8OS2 at a distorted geometry.

## Properties
Strongest force on any atom   5.01 eV/Å
HOMO-LUMO gap   8.3594 eV
Total energy   -27991.9619 eV
SMILES   COCSC(C)=S
ΔE to the lowest compared entry with this formula, charge and spin   86.2 kcal per mole

Cartesian coordinates (Å):
C 0.3415 2.1768 1.8549
O -1.0530 1.8869 1.3012
C -1.1711 0.4216 1.0902
S -0.5454 0.0879 -0.8317
C 0.1545 -1.4759 -1.1672
C 0.5796 -1.6829 -2.5304
S 0.1610 -2.5941 0.0962
H 1.3195 2.0650 1.0314
H 0.5445 3.3342 2.0695
H 0.4200 1.3367 2.8157
H -2.2200 -0.0438 1.1677
H -0.4936 -0.2556 1.6137
H -0.1829 -1.1925 -3.0945
H 1.6702 -1.3682 -2.5594
H 0.4751 -2.6961 -2.8572